1.
C4H6N2O2 in the gas phase, computed with ωB97M-V/def2-TZVPD.

Geometry as ORCA input:
```
! RIJCOSX wB97M-V def2-TZVPD def2/J DEFGRID3
* xyz 0 1
C -0.832 0.035 1.642
O -1.112 1.501 1.068
N -0.757 1.548 -0.238
C -0.251 0.404 -0.625
N 0.662 0.005 -1.622
O 1.159 -1.250 -1.230
C 1.102 -1.223 0.248
C -0.278 -0.692 0.401
H -0.030 -0.064 2.620
H -1.998 -0.338 1.854
H 1.505 0.765 -1.582
H 1.943 -0.656 0.712
H 1.417 -2.285 0.516
H -0.990 -1.446 0.191
*
```

Results
* SMILES: C1ON=C2NOC[C@@H]12
* E_HOMO: -8.6 eV
* lowest unoccupied orbital energy: 0.72 eV

***

2.
C4H6N2O2 in the gas phase, computed with ωB97M-V/def2-TZVPD.

Geometry as ORCA input:
```
! RIJCOSX wB97M-V def2-TZVPD def2/J DEFGRID3
* xyz 0 1
N 2.210 0.514 -0.588
C 1.107 -0.170 0.037
O 1.133 -0.482 1.338
C -0.120 -0.687 -0.909
C -0.866 -1.585 0.070
N -1.437 -0.319 -0.605
C -1.292 0.734 0.446
O -1.082 1.906 0.076
H 1.897 1.350 -1.379
H 2.971 0.651 0.044
H 0.040 -0.924 -1.875
H -1.335 -2.471 -0.419
H -0.605 -1.696 1.223
H -1.765 0.571 1.585
*
```

Results
* SMILES: NC(=O)[C@H]1CN1C=O
* E_HOMO: -9.9 eV
* lowest unoccupied orbital energy: 0.66 eV

***

Most stable: 2. Least stable: 1.

***

1.
C4H6N2O2 in the gas phase, computed with ωB97M-V/def2-TZVPD.

Geometry as ORCA input:
```
! RIJCOSX wB97M-V def2-TZVPD def2/J DEFGRID3
* xyz 0 1
C 1.344 -1.032 -0.440
C -2.595 -0.055 -0.224
C 1.077 0.481 -0.059
C -1.212 0.015 0.245
N 0.552 -1.796 -0.898
N -0.276 0.833 -0.410
O -3.303 -1.017 0.542
O -3.145 0.632 -1.045
H 2.461 -1.130 -0.362
H 0.980 0.352 1.079
H 1.834 1.065 -0.479
H -0.819 -0.479 1.101
H -0.566 1.336 -1.246
H -2.589 -1.568 0.849
*
```

Results
* E_HOMO (spin up / spin down): -9.5 / -8.0 eV
* lowest unoccupied orbital energy (spin up / spin down): -0.56 / -1.00 eV

***

2.
A molecular structure, C4H6N2O2, computed with ωB97M-V/def2-TZVPD.

Geometry as ORCA input:
```
! RIJCOSX wB97M-V def2-TZVPD def2/J DEFGRID3
* xyz 0 1
C 1.945 1.180 0.751
C 0.329 0.457 -1.149
C -0.052 -0.830 -1.404
C -0.775 -1.196 -0.203
H 1.989 0.015 0.212
H 2.549 0.867 2.124
H 2.531 2.146 -0.090
H 0.304 2.339 1.377
H 1.000 1.102 -1.674
H -0.129 -1.372 -2.325
N 0.503 1.394 1.071
N -0.475 0.981 0.093
O -1.184 -2.255 0.005
O -0.957 -0.169 0.526
*
```

Results
* E_HOMO: -9.5 eV
* lowest unoccupied orbital energy: 0.40 eV

***

3.
C4H6N2O2 in the gas phase, computed with ωB97M-V/def2-TZVPD.

Geometry as ORCA input:
```
! RIJCOSX wB97M-V def2-TZVPD def2/J DEFGRID3
* xyz 0 1
O 2.020 -1.499 -0.496
C 1.287 -0.925 0.315
C 1.056 0.618 0.206
O 1.874 1.540 0.148
N -0.246 0.885 -0.176
N -1.096 -0.214 -0.416
C -2.490 0.084 -0.401
C -1.913 -0.515 0.740
H 0.816 -1.476 1.156
H -0.456 1.870 -0.359
H -3.079 -0.393 -1.218
H -2.800 1.142 -0.356
H -2.100 -1.639 0.821
H -1.783 -0.104 1.725
*
```

Results
* SMILES: O=CC(=O)NN1CC1
* E_HOMO: -9.4 eV
* lowest unoccupied orbital energy: 0.33 eV

***

Most stable: 3. Least stable: 2.

***

1.
C4H6N2O2 in the gas phase, computed with ωB97M-V/def2-TZVPD.

Geometry as ORCA input:
```
! RIJCOSX wB97M-V def2-TZVPD def2/J DEFGRID3
* xyz 0 1
H 1.758 -0.565 1.476
N 1.495 0.429 1.443
C 0.339 0.652 1.040
N -0.115 1.949 0.838
C -0.831 -0.386 0.530
O -1.283 0.027 -0.814
C -0.393 -0.594 -1.615
C 0.084 -1.694 -1.079
O -0.212 -1.627 0.303
H 0.644 2.525 0.841
H -0.578 2.095 -0.091
H -1.683 -0.278 1.221
H -0.021 -0.196 -2.511
H 0.796 -2.338 -1.583
*
```

Results
* SMILES: [H]/N=C(/N)C1OC=CO1
* E_HOMO: -8.7 eV
* lowest unoccupied orbital energy: 0.90 eV

***

2.
A molecular structure, C4H6N2O2, computed with ωB97M-V/def2-TZVPD.

Geometry as ORCA input:
```
! RIJCOSX wB97M-V def2-TZVPD def2/J DEFGRID3
* xyz 0 1
C -0.998 1.983 0.082
C -0.912 0.642 -0.095
C -1.005 -1.712 0.139
C 1.764 0.463 -0.296
H 0.025 2.525 0.559
H -2.079 2.529 0.131
H -1.197 -1.980 1.227
H -1.477 -2.713 -0.548
H 1.725 1.632 -1.105
H 2.405 -1.220 0.746
N 0.444 0.054 -0.387
N 2.810 -0.293 0.149
O -1.819 -0.531 -0.258
O 0.312 -1.380 -0.342
*
```

Results
* E_HOMO: -8.7 eV
* lowest unoccupied orbital energy: 0.50 eV

***

3.
C4H6N2O2 in the gas phase, computed with ωB97M-V/def2-TZVPD.

Geometry as ORCA input:
```
! RIJCOSX wB97M-V def2-TZVPD def2/J DEFGRID3
* xyz 0 1
O 1.310 0.078 1.178
C 0.848 -0.434 -0.023
O 1.373 0.255 -1.110
N -0.547 -0.188 -0.015
C -1.045 1.055 0.183
C -2.392 0.907 -0.034
N -2.722 -0.441 -0.012
C -1.565 -1.048 -0.134
H 2.336 0.120 1.305
H 1.146 -1.508 -0.064
H 0.917 -0.138 -1.907
H -0.314 1.840 0.005
H -3.057 1.610 0.180
H -1.451 -2.168 -0.119
*
```

Results
* SMILES: OC(O)n1ccnc1
* E_HOMO: -9.0 eV
* lowest unoccupied orbital energy: 0.47 eV

***

4.
C4H6N2O2 in the gas phase, computed with ωB97M-V/def2-TZVPD.

Geometry as ORCA input:
```
! RIJCOSX wB97M-V def2-TZVPD def2/J DEFGRID3
* xyz 0 1
C -1.947 -0.994 -0.238
C 1.641 -0.269 0.025
C -0.502 0.955 -0.040
C 0.666 0.436 0.728
N -1.214 -0.047 -0.838
N -2.429 -1.065 0.902
O 1.410 -0.715 -1.090
O 2.907 -0.346 0.515
H -2.250 -1.949 -0.894
H -1.339 1.663 0.511
H -0.058 1.613 -0.842
H 0.731 0.911 1.648
H -0.576 -0.327 -1.653
H 2.960 0.134 1.267
*
```

Results
* E_HOMO (spin up / spin down): -9.4 / -9.2 eV
* lowest unoccupied orbital energy (spin up / spin down): -1.91 / -0.18 eV

***

Most stable: 3. Least stable: 2.

***

1.
C4H6N2O2 in the gas phase, computed with ωB97M-V/def2-TZVPD.

Geometry as ORCA input:
```
! RIJCOSX wB97M-V def2-TZVPD def2/J DEFGRID3
* xyz 0 1
O 0.950 -3.015 0.293
C 0.616 -2.106 -0.503
C 0.452 -0.614 -0.458
N -0.098 -0.037 -1.397
N -0.765 1.091 -0.889
C -0.030 1.646 0.343
C 0.320 0.231 0.909
O -0.781 -0.585 1.575
H 0.185 -2.418 -1.527
H -1.206 1.811 -1.634
H 0.950 1.834 -0.058
H -0.389 2.395 0.953
H 1.387 -0.114 1.428
H -1.591 -0.118 0.966
*
```

Results
* SMILES: O=CC1=NNC[C@H]1O
* E_HOMO: -9.6 eV
* lowest unoccupied orbital energy: -0.05 eV

***

2.
C4H6N2O2 in the gas phase, computed with ωB97M-V/def2-TZVPD.

Geometry as ORCA input:
```
! RIJCOSX wB97M-V def2-TZVPD def2/J DEFGRID3
* xyz 0 1
C 1.544 0.369 0.186
O 0.531 -0.282 -0.531
C -0.694 0.205 -0.156
C -1.175 1.521 -0.191
N -2.431 1.619 -0.045
O -2.909 0.323 0.057
C -1.931 -0.542 0.004
N -2.186 -1.910 0.029
H 2.401 -0.111 -0.072
H 1.318 0.304 1.179
H 1.538 1.496 -0.120
H -0.543 2.484 -0.247
H -1.355 -2.531 0.041
H -2.893 -2.344 -0.604
*
```

Results
* SMILES: COc1cnoc1N
* E_HOMO: -8.2 eV
* lowest unoccupied orbital energy: 0.79 eV

***

3.
C4H6N2O2 in the gas phase, computed with ωB97M-V/def2-TZVPD.

Geometry as ORCA input:
```
! RIJCOSX wB97M-V def2-TZVPD def2/J DEFGRID3
* xyz 0 1
N -0.499 1.645 3.158
C -0.587 0.841 2.374
C -0.248 -0.130 1.294
O -1.482 -0.785 0.896
C 0.439 0.497 0.149
C 0.121 -0.442 -1.037
N 0.705 -0.109 -2.235
O -0.466 -1.497 -1.005
H 0.440 -0.849 1.775
H -1.322 -1.312 0.050
H -0.281 1.196 -0.314
H 1.396 0.809 0.146
H 0.422 -0.549 -3.248
H 1.360 0.685 -2.005
*
```

Results
* SMILES: N#C[C@@H](O)CC(N)=O
* E_HOMO: -10.3 eV
* lowest unoccupied orbital energy: 0.34 eV

***

Most stable: 3. Least stable: 1.

***

1.
C4H6N2O2 in the gas phase, computed with ωB97M-V/def2-TZVPD.

Geometry as ORCA input:
```
! RIJCOSX wB97M-V def2-TZVPD def2/J DEFGRID3
* xyz 0 1
H 0.611 2.540 0.672
N -0.215 2.332 0.127
C -0.370 0.974 0.202
N -1.299 0.561 -0.852
O -1.716 -0.786 -0.471
C -0.519 -1.330 0.302
C 0.501 -0.293 0.541
C 1.530 -0.311 -0.573
O 2.669 0.010 -0.469
H -2.216 1.199 -0.568
H 0.124 -2.188 -0.093
H -1.053 -1.870 1.273
H 1.071 -0.555 1.583
H 0.882 -0.284 -1.675
*
```

Results
* SMILES: [H]/N=C1/NOC[C@H]1C=O
* E_HOMO: -9.5 eV
* lowest unoccupied orbital energy: -0.16 eV

***

2.
C4H6N2O2 in the gas phase, computed with ωB97M-V/def2-TZVPD.

Geometry as ORCA input:
```
! RIJCOSX wB97M-V def2-TZVPD def2/J DEFGRID3
* xyz 0 1
H 3.020 -0.319 0.556
N 2.470 0.495 0.024
C 1.255 0.234 -0.204
N 0.558 -1.026 0.123
O -0.634 -1.098 -0.715
C -1.634 -0.387 0.161
C -0.898 0.888 0.564
O -0.551 2.081 -0.291
C 0.082 0.943 -0.665
H 1.072 -1.957 -0.071
H -2.363 -0.122 -0.575
H -1.841 -0.961 1.216
H -0.436 0.813 1.483
H -0.099 0.417 -1.606
*
```

Results
* SMILES: [H]/N=C1\NOC[C@@H]2O[C@@H]12
* E_HOMO: -9.3 eV
* lowest unoccupied orbital energy: 0.88 eV

***

Most stable: 1. Least stable: 2.

***

1.
C4H6N2O2 in the gas phase, computed with ωB97M-V/def2-TZVPD.

Geometry as ORCA input:
```
! RIJCOSX wB97M-V def2-TZVPD def2/J DEFGRID3
* xyz 0 1
C 0.203 -0.638 1.924
C 0.126 -0.748 0.418
O 0.860 0.301 -0.221
C 0.017 0.793 -1.158
N 0.596 1.671 -1.998
N -1.190 0.365 -1.173
C -1.264 -0.521 -0.133
O -2.279 -1.064 0.276
H -0.309 -1.482 2.399
H -0.261 0.286 2.286
H 1.246 -0.629 2.257
H 0.515 -1.706 0.063
H 0.136 1.749 -2.898
H 1.605 1.623 -2.041
*
```

Results
* SMILES: C[C@@H]1OC(N)=NC1=O
* E_HOMO: -9.8 eV
* lowest unoccupied orbital energy: 0.59 eV

***

2.
C4H6N2O2 in the gas phase, computed with ωB97M-V/def2-TZVPD.

Geometry as ORCA input:
```
! RIJCOSX wB97M-V def2-TZVPD def2/J DEFGRID3
* xyz 0 1
O 2.044 -1.009 -0.333
C 1.008 -0.366 -0.191
N 1.078 1.083 -0.101
N -0.341 1.418 0.239
C -0.962 0.532 -0.754
C -1.776 -0.745 -0.516
C -0.407 -0.761 0.031
O -0.528 -0.545 1.383
H 1.641 1.479 0.700
H -0.528 2.417 -0.081
H -0.748 0.773 -1.806
H -1.909 -1.218 -1.460
H -2.515 -0.858 0.285
H -0.400 0.372 1.570
*
```

Results
* SMILES: O=C1NN[C@@H]2C[C@@]12O
* E_HOMO: -8.9 eV
* lowest unoccupied orbital energy: 0.79 eV

***

3.
C4H6N2O2 in the gas phase, computed with ωB97M-V/def2-TZVPD.

Geometry as ORCA input:
```
! RIJCOSX wB97M-V def2-TZVPD def2/J DEFGRID3
* xyz 0 1
C -2.651 -0.760 -0.047
N -1.788 0.498 0.347
N -0.529 0.462 -0.290
C 0.413 1.562 -0.168
C 1.673 1.140 0.004
C 1.435 -0.474 0.018
O 2.234 -1.455 0.222
O 0.090 -0.672 -0.337
H -1.930 -1.734 -0.089
H -3.447 -0.837 0.766
H -2.926 -0.626 -1.058
H -1.900 0.612 1.569
H 0.029 2.470 -0.032
H 2.587 1.602 0.525
*
```

Results
* SMILES: CNn1ccc(=O)o1
* E_HOMO: -8.6 eV
* lowest unoccupied orbital energy: 0.41 eV

***

4.
A molecular structure, C4H6N2O2, computed with ωB97M-V/def2-TZVPD.

Geometry as ORCA input:
```
! RIJCOSX wB97M-V def2-TZVPD def2/J DEFGRID3
* xyz 0 1
C 1.423 -0.763 0.042
C -0.402 0.350 -0.402
C -1.820 -0.108 -0.169
C -0.016 -0.781 0.422
H 2.442 0.894 -0.560
H 0.284 1.743 0.913
H -0.233 -0.045 -1.450
H -2.587 -0.066 -0.929
H -2.272 0.291 0.764
H -0.059 -0.625 1.529
N 1.732 0.647 0.127
N 0.536 1.471 -0.060
O 2.260 -1.570 -0.249
O -1.289 -1.439 0.021
*
```

Results
* E_HOMO: -9.8 eV
* lowest unoccupied orbital energy: 0.88 eV

***

Most stable: 1. Least stable: 3.